1.
ORCA calculation (wB97M-V/def2-TZVPD) on C4H4N4 in the gas phase in a non-equilibrium geometry.

The geometry in XYZ format:
```
12
Properties=species:S:1:pos:R:3:forces:R:3:nbo_charge:R:1
C 1.0941 0.9004 0.0006 0.995 -0.961 3.915 -0.52
C 1.7528 -0.5090 -0.0827 -1.942 0.176 0.880 0.08
C -2.2585 -0.2790 -0.0067 5.135 1.961 -0.808 0.15
C -0.2817 0.5180 0.0685 -4.231 2.209 -1.682 0.32
H 1.3451 1.5469 -0.7236 0.926 2.217 -2.894 0.26
H 1.2752 1.4856 0.9743 0.503 -1.066 -1.080 0.27
H 2.8036 -0.6323 -0.2188 0.362 -0.587 0.223 0.21
H -3.2335 -0.4509 0.0038 -4.187 -0.021 -0.121 0.19
N 0.8359 -1.4536 0.0477 4.942 0.958 -1.122 -0.17
N -0.2777 -0.7733 0.0370 -2.971 -2.170 0.659 -0.05
N -1.4701 -1.3328 -0.0291 -0.986 -0.082 0.697 -0.27
N -1.5853 0.9801 -0.0710 1.453 -2.632 1.333 -0.47
```
Forces are in eV/Å.

Energy relative to the best compared isomer or geometry (same formula, charge and spin)   2.452 eV
Total energy   -373.754779 Ha
HOMO   -9.73 eV
Lowest unoccupied orbital energy   0.1 eV
Frontier orbital gap   9.9 eV
SMILES string   C1=Nn2ncnc2C1

2.
ORCA calculation (wB97M-V/def2-TZVPD) on a 2-piece molecular cluster, CH2N2O2 overall in a non-equilibrium geometry.

The geometry in XYZ format:
```
7
Properties=species:S:1:pos:R:3:forces:R:3:nbo_charge:R:1
C -1.3669 -0.3808 -0.0245 0.328 1.844 0.411 0.46
N 1.9966 0.0443 -0.1095 1.545 2.818 1.107 -0.03
N -0.1009 -0.8896 0.1225 2.306 -1.530 -0.762 -0.24
O -1.7316 0.7658 0.0266 0.004 0.144 -0.142 -0.53
O 0.7743 0.1135 0.0166 -1.542 2.281 0.549 -0.05
H -1.9977 -1.2007 -0.1988 -1.358 -1.372 -0.127 0.13
H 2.4262 1.5475 0.1671 -1.284 -4.185 -1.036 0.27
```
Forces are in eV/Å.

Energy relative to the best compared isomer or geometry (same formula, charge and spin)   8.915 eV
Total energy   -299.009239 Ha
HOMO (spin up / spin down)   -10.31 / -10.41 eV
Lowest unoccupied orbital energy (spin up / spin down)   -2.0 / -1.3 eV
Frontier orbital gap (spin up / spin down)   8.3 / 9.1 eV

3.
ORCA calculation (wB97M-V/def2-TZVPD) on C2H2N2O in the gas phase in a non-equilibrium geometry.

The geometry in XYZ format:
```
7
Properties=species:S:1:pos:R:3:forces:R:3:nbo_charge:R:1
C -0.1117 0.9922 0.5073 0.255 -1.693 -1.528 -0.07
C 0.0393 -0.0235 -0.8387 -0.107 1.603 0.711 0.68
N -0.0590 -0.0547 1.2355 -0.073 0.472 0.264 -0.19
N 0.0574 -0.9638 0.1483 0.019 -0.729 0.052 -0.54
O 0.1201 -0.0055 -2.0169 -0.040 -0.091 0.161 -0.51
H -0.1895 2.0215 0.7743 -0.060 0.376 0.257 0.21
H 0.1435 -1.9661 0.1902 0.006 0.063 0.082 0.41
```
Forces are in eV/Å.

Energy relative to the best compared isomer or geometry (same formula, charge and spin)   2.572 eV
Total energy   -262.069406 Ha
HOMO   -9.89 eV
Lowest unoccupied orbital energy   0.3 eV
Frontier orbital gap   10.2 eV
SMILES string   O=C1C=NN1

4.
ORCA calculation (wB97M-V/def2-TZVPD) on C33H34Cl4N3O4Ti as an isolated structure.

The geometry in XYZ format:
```
79
Properties=species:S:1:pos:R:3:forces:R:3:mulliken_charge:R:1
Ti -0.3582 -0.4341 -0.9897 -0.297 0.333 -0.166 -0.51
C -2.9154 1.1480 -2.4576 0.038 -0.052 -0.014 -1.23
N -1.7385 1.7907 -1.8283 -0.033 0.036 0.013 1.16
C -1.0907 2.6617 -2.8415 0.083 -0.004 0.004 -1.17
C 0.3407 2.3157 -3.2388 -0.015 -0.011 0.029 -0.48
C 1.3089 2.2590 -2.0645 -0.025 0.010 -0.029 -1.20
N 1.3928 0.9535 -1.4026 -0.103 -0.176 0.020 1.02
C 2.5792 0.5010 -1.2121 -0.050 -0.036 -0.019 -0.40
C 2.9573 -0.6990 -0.5113 -0.012 -0.096 0.100 0.65
C 4.2883 -1.1342 -0.5990 -0.013 0.012 -0.016 -0.70
C 4.7138 -2.2611 0.0629 0.034 -0.017 -0.003 -0.89
C 3.7975 -2.9684 0.8508 -0.030 0.029 -0.013 -0.52
C 2.4939 -2.5489 0.9753 -0.013 -0.013 0.016 -0.90
C 2.0397 -1.4043 0.2969 0.054 -0.015 -0.005 1.10
O 0.8089 -0.9997 0.4385 -0.296 0.173 -0.215 -0.46
C -2.3183 2.6074 -0.7462 0.021 0.018 0.033 -1.50
C -1.3817 3.3720 0.1698 0.057 -0.014 -0.026 -1.22
C -0.4151 2.5829 1.0533 0.050 0.074 -0.031 -1.31
N -0.8143 1.1927 1.3479 0.130 -0.180 0.173 2.38
C -2.1702 1.0996 1.9117 -0.083 -0.230 0.055 -1.92
C -3.0181 0.0119 1.6713 0.179 0.189 -0.112 1.76
C -4.1321 -0.2102 2.5408 -0.114 -0.090 0.021 -1.73
C -5.0615 -1.2014 2.3389 0.070 0.062 0.009 -0.55
C -4.9631 -2.0758 1.2506 -0.078 -0.071 -0.008 -0.90
C -3.8975 -1.9063 0.3835 0.103 0.058 -0.062 -0.37
C -2.9543 -0.9068 0.5782 -0.196 0.122 0.166 0.33
O -1.9544 -0.8048 -0.3424 0.611 -0.295 -0.065 0.28
H -3.6609 1.9153 -2.7084 0.005 0.009 -0.001 0.47
H -3.3620 0.4386 -1.7654 -0.009 0.009 0.005 0.05
H -2.6208 0.6282 -3.3608 0.017 -0.018 -0.004 0.34
H -1.0803 3.6885 -2.4631 -0.033 -0.005 0.022 0.50
H -1.7082 2.6745 -3.7438 0.012 0.009 -0.013 0.45
H 0.6804 3.1149 -3.9048 -0.008 0.010 -0.004 0.57
H 0.3822 1.3880 -3.8036 0.001 0.031 0.004 -0.16
H 1.0006 2.9925 -1.3155 0.026 0.026 0.005 0.15
H 2.3127 2.5440 -2.3971 -0.001 -0.001 -0.004 0.68
H 3.4253 1.0682 -1.6148 -0.052 0.074 -0.004 0.18
H 4.9819 -0.5699 -1.2140 -0.008 0.005 -0.004 0.40
H 5.7372 -2.5996 -0.0269 -0.003 0.003 0.000 0.39
H 4.1187 -3.8634 1.3703 -0.001 0.000 0.002 0.47
H 1.7776 -3.0890 1.5793 -0.005 -0.002 -0.003 0.58
H -2.9141 1.9458 -0.1204 -0.023 -0.003 -0.021 0.73
H -2.9998 3.3444 -1.2019 -0.022 -0.006 0.013 0.44
H -2.0433 3.9519 0.8153 -0.024 -0.019 0.017 0.54
H -0.7996 4.1098 -0.3945 0.001 0.013 0.019 0.39
H -0.3079 3.1218 2.0052 0.011 0.007 -0.025 0.45
H 0.5853 2.5349 0.6191 0.001 -0.010 -0.024 0.70
H -2.2435 1.5610 2.8966 0.020 0.052 -0.031 0.07
H -4.2343 0.4457 3.3992 0.020 0.015 -0.007 0.34
H -5.8770 -1.3067 3.0466 -0.009 -0.010 -0.006 0.36
H -5.6886 -2.8629 1.0937 0.009 -0.001 -0.008 0.40
H -3.7594 -2.5513 -0.4775 -0.024 -0.014 0.010 0.43
Cl 0.3167 -2.5380 -7.4759 -0.004 0.005 0.000 -0.24
C 0.3684 -2.4597 -5.7480 0.001 -0.024 -0.003 0.37
C 1.0225 -3.4432 -5.0202 -0.007 0.012 0.001 0.36
Cl 1.8007 -4.7559 -5.8351 0.002 -0.007 -0.002 -0.23
C 1.0647 -3.3781 -3.6189 -0.087 -0.015 -0.032 0.11
Cl 1.9054 -4.5540 -2.6777 0.018 -0.014 0.025 -0.22
C 0.4309 -2.3359 -2.9668 0.025 0.164 -0.093 0.00
O 0.4241 -2.1151 -1.6724 -0.024 -0.121 0.115 -0.74
C -0.2242 -1.3295 -3.7045 0.252 -0.136 0.013 -0.19
O -0.7098 -0.3723 -2.9516 -0.018 0.008 0.159 0.67
C -0.2512 -1.3902 -5.0860 -0.044 -0.016 0.038 -0.26
Cl -1.0541 -0.1230 -5.9511 -0.013 0.022 -0.024 -0.22
C 0.7143 0.1493 5.6671 0.004 -0.005 0.012 -1.82
C 1.5954 0.1238 4.4110 0.048 0.043 0.010 1.91
C 2.2136 -1.2693 4.2514 -0.034 -0.005 -0.029 -1.59
C 2.7191 1.1599 4.5543 -0.003 -0.016 0.011 -1.72
C 0.7729 0.4692 3.2400 0.049 -0.056 -0.073 -0.15
C 0.0728 0.7297 2.2967 -0.142 0.164 0.077 -0.95
H 1.3042 -0.1183 6.5486 0.002 0.002 0.000 0.42
H -0.1094 -0.5584 5.5691 -0.001 0.002 0.000 0.36
H 0.2911 1.1433 5.8178 -0.011 -0.002 -0.006 0.38
H 2.8122 -1.5207 5.1317 -0.005 0.006 0.008 0.46
H 2.8530 -1.3074 3.3700 0.011 0.000 0.002 0.25
H 1.4321 -2.0213 4.1332 0.005 -0.005 -0.001 0.32
H 3.3373 0.9304 5.4268 -0.004 -0.001 -0.003 0.43
H 2.3032 2.1614 4.6744 0.002 0.002 0.000 0.37
H 3.3541 1.1569 3.6671 0.004 0.001 0.001 0.29
```
Forces are in eV/Å.

Total energy   -4433.486035 Ha
HOMO   -2.65 eV
Charge   -1
Lowest unoccupied orbital energy   2.3 eV
Frontier orbital gap   4.9 eV

5.
ORCA calculation (wB97M-V/def2-TZVPD) on C3H3O3P in the gas phase in a non-equilibrium geometry.

The geometry in XYZ format:
```
10
Properties=species:S:1:pos:R:3:forces:R:3:nbo_charge:R:1
C -0.8562 1.8524 0.0575 -2.147 -0.553 -0.531 0.79
C 0.0845 0.0978 -0.5417 -4.131 0.277 -0.744 -0.09
C -1.0334 0.4013 0.4673 1.091 -1.455 4.210 -0.77
O -1.3604 2.9042 0.3047 0.819 -0.332 0.113 -0.54
O -2.3284 -1.4948 -0.8365 0.251 -1.678 -1.669 -0.98
O -0.1554 1.4669 -1.0249 1.258 0.886 -1.305 -0.48
P -2.6457 -0.5681 0.2216 -0.007 2.039 1.456 1.39
H 1.0811 0.0635 -0.2799 1.903 -0.693 0.850 0.20
H -0.3667 -0.6957 -1.1773 1.259 0.654 -0.327 0.23
H -0.8375 0.1032 1.6092 -0.296 0.855 -2.054 0.25
```
Forces are in eV/Å.

Energy relative to the best compared isomer or geometry (same formula, charge and spin)   1.671 eV
Total energy   -683.140852 Ha
HOMO   -10.17 eV
Lowest unoccupied orbital energy   -1.1 eV
Frontier orbital gap   9.0 eV
SMILES string   O=P[C@H]1COC1=O

6.
ORCA calculation (wB97M-V/def2-TZVPD) on C3H7ClO2Si in the gas phase in a non-equilibrium geometry.

The geometry in XYZ format:
```
14
Properties=species:S:1:pos:R:3:forces:R:3:nbo_charge:R:1
C -3.0198 -0.3842 0.5939 1.797 -1.454 -1.747 0.66
C 0.0820 0.4994 1.7992 -1.614 -1.608 -3.370 -1.09
C 0.7897 0.2707 -1.3346 -4.388 1.025 -0.190 -1.08
O -3.7939 -1.2820 0.5400 -0.637 -0.538 -0.103 -0.55
O -1.8809 -0.3648 -0.1443 1.541 1.640 0.203 -0.84
Si -0.4575 0.8657 -0.0037 -1.153 -3.625 0.159 1.69
Cl -1.3199 2.5920 -0.3783 -0.569 1.702 -0.200 -0.35
H -3.1337 0.4193 1.2369 -0.296 2.085 1.463 0.09
H -0.6546 0.8407 2.4743 -0.248 0.642 1.054 0.25
H -0.0108 -0.6022 1.7112 0.036 0.327 0.380 0.25
H 1.0928 0.6924 1.8882 1.917 0.895 0.977 0.24
H 1.6771 0.7167 -1.2567 3.883 1.458 1.129 0.24
H 0.7641 -0.7380 -1.0707 0.524 -1.969 -0.245 0.24
H 0.5737 0.5064 -2.3904 -0.791 -0.580 0.489 0.26
```
Forces are in eV/Å.

Energy relative to the best compared isomer or geometry (same formula, charge and spin)   1.140 eV
Total energy   -1018.751854 Ha
HOMO   -10.31 eV
Lowest unoccupied orbital energy   0.5 eV
Frontier orbital gap   10.8 eV
SMILES string   C[Si](C)(Cl)OC=O

Q: Among the records above, which one has the highest total energy?
A: C2H2N2O

Q: Which formula does entry 6 have?
A: C3H7ClO2Si